{"formula": "C30H64BF9N9O10P", "method": "the ωB97M-V functional and the def2-TZVPD basis", "elements": ["N", "P", "O", "O", "B", "C", "C", "C", "F", "F", "C", "F", "F", "C", "F", "F", "C", "F", "F", "F", "H", "H", "H", "H", "H", "H", "H", "H", "C", "O", "N", "C", "C", "H", "H", "H", "H", "H", "H", "H", "C", "O", "N", "C", "C", "H", "H", "H", "H", "H", "H", "H", "C", "O", "N", "C", "C", "H", "H", "H", "H", "H", "H", "H", "C", "O", "N", "C", "C", "H", "H", "H", "H", "H", "H", "H", "C", "O", "N", "C", "C", "H", "H", "H", "H", "H", "H", "H", "C", "O", "N", "C", "C", "H", "H", "H", "H", "H", "H", "H", "C", "O", "N", "C", "C", "H", "H", "H", "H", "H", "H", "H", "C", "O", "N", "C", "C", "H", "H", "H", "H", "H", "H", "H"], "positions_angstrom": [[1.66165, -2.98624, -4.44596], [1.22619, -1.85623, -3.46854], [1.96203, -0.43326, -3.80693], [-0.32750, -1.44403, -3.56404], [1.67519, -2.32577, -1.67382], [2.72021, -1.47121, -0.87216], [1.89946, -0.40374, -0.10341], [2.77344, 0.56302, 0.69632], [3.92479, -0.06050, 1.11718], [2.13379, 0.99312, 1.82893], [3.28267, 1.83693, -0.04982], [3.83218, 2.68083, 0.86113], [4.24143, 1.46364, -0.92376], [2.25719, 2.68263, -0.85912], [2.88105, 3.82022, -1.24065], [1.89875, 2.00488, -1.97430], [0.96369, 3.13298, -0.12870], [0.24379, 2.08863, 0.23866], [1.24396, 3.84045, 0.93146], [0.24883, 3.87040, -0.96157], [2.35854, -2.66335, -5.11430], [2.18305, 0.05331, -2.99616], [-0.42518, -0.53602, -3.89956], [1.14973, -3.27004, -1.21650], [3.21939, -2.10949, -0.13431], [3.46644, -1.00882, -1.52916], [1.21138, 0.13059, -0.76325], [1.26073, -0.90729, 0.63741], [6.55163, -2.63085, -1.22072], [5.43636, -2.72474, -0.73784], [7.52109, -1.83942, -0.73345], [8.83870, -1.77703, -1.32751], [7.22142, -1.00570, 0.42319], [6.85316, -3.19319, -2.12103], [9.60220, -2.07034, -0.60417], [9.06028, -0.76486, -1.67171], [8.88688, -2.45342, -2.17926], [6.91726, -1.62540, 1.26687], [6.39855, -0.32992, 0.18843], [8.09384, -0.42628, 0.70422], [-2.50845, 0.55769, 0.25028], [-1.96846, -0.36707, -0.33827], [-3.66544, 0.47855, 0.93195], [-4.27172, 1.63790, 1.57818], [-4.34154, -0.80378, 1.01783], [-2.07724, 1.57088, 0.26396], [-4.37694, 1.45987, 2.64986], [-5.24558, 1.85721, 1.13520], [-3.63013, 2.50428, 1.42781], [-3.70205, -1.54471, 1.49908], [-4.59481, -1.18470, 0.02849], [-5.25302, -0.67940, 1.59784], [-7.65576, 3.10366, -0.38659], [-6.82205, 3.11773, 0.51062], [-8.23068, 4.19171, -0.90509], [-9.19975, 4.11798, -1.97918], [-7.85745, 5.49148, -0.37443], [-7.99907, 2.16570, -0.85100], [-8.83973, 4.66587, -2.85068], [-10.14951, 4.54699, -1.65257], [-9.35906, 3.08043, -2.26336], [-6.78792, 5.66091, -0.50115], [-8.08530, 5.54994, 0.69011], [-8.41160, 6.26081, -0.90623], [-5.61331, 1.19276, -2.92498], [-6.36181, 2.04020, -3.38360], [-4.82968, 0.38785, -3.65926], [-3.98096, -0.61579, -3.04342], [-4.84542, 0.53102, -5.10407], [-5.52141, 1.01067, -1.83884], [-2.93056, -0.44612, -3.27996], [-4.25947, -1.61515, -3.38337], [-4.09126, -0.56529, -1.96521], [-4.53957, 1.53687, -5.39307], [-5.84889, 0.36165, -5.49607], [-4.16057, -0.19393, -5.53695], [-0.61553, -5.45804, -1.68393], [-0.67073, -4.35033, -2.17408], [-1.33784, -6.51454, -2.11291], [-1.23673, -7.82191, -1.50415], [-2.23780, -6.31108, -3.23529], [0.05109, -5.70021, -0.83563], [-0.90032, -8.56479, -2.23068], [-2.20151, -8.14116, -1.10309], [-0.51704, -7.78567, -0.68838], [-1.68356, -5.97212, -4.11079], [-2.98044, -5.54934, -2.99567], [-2.73905, -7.24986, -3.46089], [-11.62304, 1.71844, 0.44530], [-12.53459, 2.51717, 0.35457], [-11.41375, 0.69861, -0.41175], [-10.30958, -0.22694, -0.26712], [-12.33963, 0.53282, -1.51948], [-10.87215, 1.76936, 1.25320], [-9.66969, -0.19147, -1.15214], [-10.67668, -1.24775, -0.14296], [-9.71532, 0.03895, 0.60524], [-12.34713, 1.42267, -2.14968], [-13.35379, 0.37724, -1.15119], [-12.03336, -0.32673, -2.11117], [7.80920, 1.89275, 3.30172], [8.20116, 0.95872, 2.61589], [6.65231, 1.88702, 3.98017], [6.23704, 3.01004, 4.79381], [5.80384, 0.71042, 3.89671], [8.38358, 2.82252, 3.42132], [6.12262, 2.70758, 5.83609], [5.28744, 3.41457, 4.43663], [6.99449, 3.78895, 4.74551], [6.33586, -0.17014, 4.25940], [5.50573, 0.52214, 2.86493], [4.91610, 0.87180, 4.50361], [10.07168, 1.15320, 6.53352], [9.50848, 2.09738, 6.00890], [10.84151, 0.26082, 5.88557], [11.48235, -0.83925, 6.57366], [11.04023, 0.41180, 4.45047], [9.99870, 0.95333, 7.61642], [12.56789, -0.78156, 6.47022], [11.14601, -1.79651, 6.17031], [11.23233, -0.80169, 7.63232], [11.50356, 1.37474, 4.23193], [10.09307, 0.36647, 3.91458], [11.69091, -0.38752, 4.10304]], "forces_ev_per_a": [[0.26, 0.42, 0.31], [0.27, -0.33, -0.49], [-0.04, 0.15, 0.40], [-0.21, 0.51, 0.03], [0.03, 0.15, -0.10], [-0.30, -0.12, 0.18], [0.01, -0.35, 0.26], [0.37, -0.16, -0.03], [-0.62, 0.28, -0.05], [0.13, -0.09, -0.43], [-0.04, 0.14, 0.36], [-0.02, -0.32, -0.24], [-0.13, 0.07, 0.03], [0.15, 0.34, 0.02], [-0.04, -0.32, -0.02], [-0.02, 0.05, 0.07], [0.38, -0.38, -0.59], [-0.42, -0.55, 0.04], [0.36, 0.64, 0.88], [-0.32, 0.27, -0.38], [-0.16, -0.24, -0.03], [-0.01, -0.06, -0.35], [0.05, -0.40, 0.11], [-0.03, -0.10, 0.10], [0.14, 0.32, -0.34], [0.02, -0.05, 0.25], [0.10, 0.08, 0.21], [0.13, 0.17, -0.16], [-0.06, -0.02, -0.01], [0.10, -0.06, -0.06], [0.08, 0.05, 0.02], [-0.08, 0.04, 0.05], [-0.05, -0.09, -0.09], [0.02, -0.02, 0.04], [0.02, -0.01, -0.02], [0.02, 0.00, -0.01], [0.00, -0.01, -0.01], [0.00, 0.03, 0.02], [0.00, 0.03, 0.05], [0.02, -0.01, -0.01], [0.05, 0.05, -0.04], [-0.09, 0.07, 0.15], [0.01, -0.01, -0.03], [0.03, -0.20, -0.23], [0.08, 0.02, 0.04], [-0.05, 0.01, 0.01], [-0.01, 0.03, 0.01], [0.11, 0.01, 0.18], [0.02, 0.01, 0.02], [0.00, -0.01, 0.01], [-0.02, -0.01, -0.01], [0.00, 0.00, 0.00], [0.20, -0.20, 0.05], [-0.23, 0.05, -0.13], [-0.08, 0.10, 0.02], [-0.02, 0.13, 0.10], [0.04, -0.04, -0.01], [-0.02, 0.01, -0.04], [-0.01, -0.04, -0.05], [-0.03, -0.04, -0.06], [0.05, -0.03, 0.00], [0.00, 0.02, 0.00], [0.00, 0.01, 0.00], [-0.01, 0.00, 0.00], [-0.08, 0.02, 0.05], [-0.06, 0.02, 0.05], [0.04, -0.02, 0.05], [-0.03, 0.04, -0.17], [-0.03, 0.01, 0.04], [0.01, 0.02, -0.01], [0.00, -0.05, 0.04], [0.04, -0.02, 0.02], [0.06, -0.02, 0.04], [0.00, 0.00, -0.01], [0.00, 0.00, -0.01], [0.01, -0.01, 0.00], [0.13, 0.05, -0.02], [-0.28, -0.11, -0.03], [-0.06, -0.05, 0.01], [-0.03, 0.07, -0.08], [0.06, 0.01, 0.02], [-0.03, -0.01, -0.02], [0.01, -0.02, 0.02], [0.01, -0.02, 0.02], [0.01, 0.00, 0.01], [-0.01, 0.00, -0.01], [-0.02, 0.00, -0.01], [0.00, 0.00, 0.00], [0.04, 0.13, 0.11], [0.03, -0.05, -0.05], [0.01, -0.04, -0.04], [-0.10, 0.07, -0.11], [0.01, 0.03, 0.04], [0.00, -0.03, -0.02], [0.06, -0.05, 0.04], [0.04, -0.02, 0.02], [-0.01, 0.03, 0.01], [0.00, 0.00, -0.01], [-0.01, 0.00, -0.01], [0.00, 0.00, 0.00], [0.01, -0.03, 0.01], [0.02, 0.05, 0.04], [-0.05, 0.07, -0.04], [-0.01, -0.09, -0.01], [0.07, 0.01, -0.04], [0.01, -0.02, 0.02], [0.02, 0.02, 0.01], [0.00, 0.01, 0.00], [0.02, 0.00, 0.02], [-0.01, -0.01, 0.02], [0.00, 0.01, 0.05], [-0.01, 0.00, 0.00], [-0.01, 0.05, 0.02], [-0.03, -0.03, -0.05], [0.01, -0.04, -0.01], [-0.02, 0.05, -0.07], [-0.04, 0.03, 0.04], [-0.01, -0.01, -0.01], [0.01, -0.01, 0.02], [0.00, -0.01, 0.02], [0.00, 0.00, 0.01], [0.02, 0.00, -0.01], [0.01, -0.01, -0.01], [0.01, 0.00, 0.00]], "molar_mass_g_mol": 923.66, "charge": 0, "homo_ha": -0.3046, "lumo_ha": 0.0170}